No. 1
This record from the Open Molecules 2025 dataset describes the molecule C4H8O2. The level of theory is wB97M-V/def2-TZVPD.

Energy ... -307.6748 hartree
Energy relative to the best compared isomer or geometry (same formula, charge and spin) ... 23.6 kcal/mol
HOMO-LUMO gap ... 10.2 eV
SMILES string ... CCC(=O)CO

Last column: natural (NBO) charge in e.
Atoms and positions in Å:
C 1.015 1.586 0.807  -0.6058
C 0.750 0.317 0.006  -0.5127
C -1.232 -1.240 -0.638  -0.1735
O -0.244 -2.238 -0.741  -0.7047
C -0.707 0.164 -0.354  0.5718
O -1.469 1.106 -0.409  -0.5465
H 1.056 2.469 0.169  0.2192
H 1.952 1.511 1.359  0.2094
H 0.202 1.751 1.520  0.2173
H 1.100 -0.571 0.538  0.2105
H -1.975 -1.461 0.142  0.1926
H -1.766 -1.207 -1.591  0.2122
H 0.038 -2.485 0.149  0.4666
H 1.281 0.299 -0.958  0.2435

No. 2
This record from the Open Molecules 2025 dataset describes a cluster of 3 separate species, C4H8O2 in total. The level of theory is wB97M-V/def2-TZVPD.

Energy ... -307.5879 hartree
Energy relative to the best compared isomer or geometry (same formula, charge and spin) ... 78.1 kcal/mol
HOMO-LUMO gap ... 10.5 eV
SMILES string ... C=C.C=O.C=O

Last column: natural (NBO) charge in e.
Atoms and positions in Å:
C -1.562 -1.147 0.032  -0.3796
C -2.028 0.045 -0.323  -0.4027
O 0.632 1.595 -0.818  -0.5076
C 0.759 1.783 0.367  0.2708
C 1.924 -0.957 -0.147  0.2776
O 1.373 -1.618 0.696  -0.5084
H -1.703 -1.551 1.031  0.1951
H -1.001 -1.772 -0.658  0.1947
H -1.863 0.450 -1.318  0.2006
H -2.583 0.673 0.371  0.1876
H 0.386 1.064 1.120  0.1297
H 1.274 2.682 0.752  0.1119
H 2.801 -0.320 0.094  0.1052
H 1.591 -0.927 -1.200  0.1251

No. 3
This record from the Open Molecules 2025 dataset describes the molecule C4H8O2. The level of theory is wB97M-V/def2-TZVPD.

Energy ... -307.6845 hartree
Energy relative to the best compared isomer or geometry (same formula, charge and spin) ... 17.5 kcal/mol
HOMO-LUMO gap ... 11.0 eV
SMILES string ... CC(=O)[C@@H](C)O

Last column: natural (NBO) charge in e.
Atoms and positions in Å:
C 1.212 -0.955 -0.260  -0.6230
C 0.746 0.364 0.390  -0.0062
O 1.588 1.461 0.180  -0.7096
C -0.652 0.727 -0.104  0.5851
O -0.796 1.734 -0.773  -0.5597
C -1.789 -0.215 0.166  -0.7239
H 0.621 -1.815 0.096  0.2094
H 2.247 -1.150 0.040  0.2291
H 1.150 -0.901 -1.346  0.2092
H 0.764 0.063 1.441  0.1830
H 1.119 2.026 -0.462  0.4906
H -1.904 -0.873 -0.702  0.2467
H -2.707 0.361 0.284  0.2467
H -1.598 -0.827 1.049  0.2224

No. 4
This record from the Open Molecules 2025 dataset describes the molecule C4H8O2. The level of theory is wB97M-V/def2-TZVPD.

Energy ... -307.6816 hartree
Energy relative to the best compared isomer or geometry (same formula, charge and spin) ... 19.3 kcal/mol
HOMO-LUMO gap ... 10.4 eV
SMILES string ... CC(=O)[C@@H](C)O

Last column: natural (NBO) charge in e.
Atoms and positions in Å:
C -1.755 0.689 -0.110  -0.6362
C -0.583 -0.163 0.344  -0.0039
O -0.713 -1.542 0.013  -0.7017
C 0.743 0.369 -0.232  0.5741
O 0.755 1.297 -1.013  -0.5365
C 2.019 -0.306 0.217  -0.7285
H -1.646 1.725 0.236  0.2282
H -2.687 0.278 0.276  0.2179
H -1.805 0.727 -1.201  0.2163
H -0.503 -0.144 1.437  0.1893
H -0.866 -1.594 -0.938  0.4666
H 2.528 0.361 0.924  0.2414
H 2.680 -0.426 -0.646  0.2402
H 1.832 -1.270 0.693  0.2327

No. 5
This record from the Open Molecules 2025 dataset describes the molecule C4H8O2. The level of theory is wB97M-V/def2-TZVPD.

Energy ... -307.6115 hartree
Energy relative to the best compared isomer or geometry (same formula, charge and spin) ... 63.3 kcal/mol
HOMO-LUMO gap ... 9.7 eV
SMILES string ... CO/C=C/OC

Last column: natural (NBO) charge in e.
Atoms and positions in Å:
C 2.343 0.086 -0.166  -0.2460
O 1.502 0.236 -1.295  -0.5205
C 0.163 0.238 -1.025  0.0693
C -2.115 -0.529 0.607  -0.2422
C -0.441 0.940 -0.069  0.0389
O -1.779 0.790 0.213  -0.5316
H 3.346 -0.127 -0.543  0.1936
H 2.370 0.987 0.455  0.1693
H 2.016 -0.757 0.456  0.1751
H -0.412 -0.415 -1.683  0.1817
H -1.989 -1.237 -0.220  0.1676
H -1.488 -0.868 1.443  0.1709
H -3.157 -0.523 0.928  0.1922
H 0.062 1.680 0.552  0.1816

No. 6
This record from the Open Molecules 2025 dataset describes a cluster of 2 separate species, C4H8O2 in total. The level of theory is wB97M-V/def2-TZVPD.

Energy ... -307.4818 hartree
Energy relative to the best compared isomer or geometry (same formula, charge and spin) ... 144.7 kcal/mol
HOMO-LUMO gap ... 7.8 eV

Last column: natural (NBO) charge in e.
Atoms and positions in Å:
C -0.620 -0.927 -0.611  -0.7558
C 0.412 -0.642 0.390  0.1515
O 0.821 -1.477 1.435  -0.7043
C 1.423 0.365 -0.121  -0.4641
C 0.169 0.783 0.528  0.1104
O -1.148 1.716 -0.728  -0.8806
H -0.334 -1.488 -1.503  0.2067
H -1.141 0.742 -1.043  0.4983
H -1.589 -1.197 -0.182  0.1943
H 0.106 -2.114 1.558  0.4801
H 2.305 0.550 0.495  0.2295
H 1.587 0.473 -1.190  0.2326
H -0.027 1.522 1.293  0.2231
H -1.996 1.822 -0.265  0.4782